Density functional theory data (ωB97M-V/def2-TZVPD) for a cluster of 9 separate species, C29H41BI2N2O30PS in total.

```
107
Properties=species:S:1:pos:R:3:mulliken_charge:R:1
C 3.52 3.78 2.37 -1.300
C 2.32 3.37 1.56 0.845
I 2.05 4.53 -0.19 0.008
C 1.46 2.37 1.78 -0.802
I 1.72 1.10 3.48 -0.077
B 0.21 1.97 0.81 0.782
P 1.02 0.75 -0.56 0.130
N 2.74 0.92 -0.52 -0.136
O 0.73 -0.80 0.08 -0.504
O -0.71 3.03 0.38 -0.504
C -1.88 2.91 1.07 -0.601
O -1.63 3.26 2.43 -0.519
C -1.97 1.32 1.10 0.105
S -3.31 0.59 2.08 -0.211
O -2.17 0.95 -0.35 0.177
N -3.34 1.47 -0.87 0.030
O -3.12 2.14 -1.82 -0.219
O -0.75 1.05 1.53 -0.628
H 3.47 4.86 2.50 0.325
H 4.43 3.59 1.80 0.266
H 3.52 3.34 3.36 0.462
H 3.12 0.60 0.38 0.199
H 3.12 0.26 -1.21 0.230
H 1.19 -0.89 0.93 0.222
H -2.71 3.45 0.63 0.437
H -2.47 3.42 2.88 0.351
H -3.64 -0.46 1.32 0.070
C -3.57 -1.37 6.36 -0.136
C -4.99 -1.02 6.73 -0.314
O -5.01 0.41 6.56 -0.349
C -4.02 0.73 5.69 0.553
O -3.87 1.81 5.21 -0.489
O -3.22 -0.34 5.44 -0.306
H -3.48 -2.35 5.89 0.254
H -2.89 -1.33 7.22 0.220
H -5.72 -1.46 6.05 0.229
H -5.25 -1.29 7.74 0.372
C 4.63 -4.19 -1.33 -0.359
C 3.17 -4.00 -1.00 -0.351
O 3.03 -2.58 -1.09 -0.170
C 4.00 -2.11 -1.89 0.582
O 4.05 -0.99 -2.30 -0.587
O 4.91 -3.07 -2.18 -0.361
H 4.83 -5.13 -1.85 0.298
H 5.27 -4.13 -0.45 0.259
H 2.51 -4.46 -1.73 0.269
H 2.91 -4.35 -0.01 0.314
C 7.27 3.22 -1.99 -0.204
C 6.19 4.03 -1.32 -0.050
O 6.38 3.72 0.07 -0.244
C 7.66 3.33 0.23 0.520
O 8.19 3.16 1.29 -0.568
O 8.28 3.15 -0.96 -0.382
H 7.66 3.68 -2.88 0.301
H 6.94 2.20 -2.24 0.236
H 6.32 5.10 -1.47 0.131
H 5.19 3.75 -1.65 0.219
C 3.35 6.18 -4.97 -0.208
C 4.43 6.97 -4.27 -0.295
O 5.20 5.94 -3.64 -0.301
C 5.00 4.79 -4.33 0.660
O 5.62 3.79 -4.15 -0.516
O 4.00 4.93 -5.22 -0.336
H 3.01 6.63 -5.90 0.382
H 2.48 6.00 -4.33 0.040
H 5.07 7.51 -4.97 0.247
H 4.03 7.66 -3.53 0.305
C 0.10 3.73 -5.02 -0.182
C -1.32 4.08 -4.65 -0.147
O -1.37 5.49 -4.89 -0.340
C -0.40 5.79 -5.79 0.738
O -0.28 6.84 -6.33 -0.568
O 0.41 4.73 -6.01 -0.330
H 0.20 2.73 -5.43 0.338
H 0.79 3.83 -4.18 0.154
H -2.05 3.58 -5.29 0.210
H -1.55 3.85 -3.61 0.144
C -2.88 -1.84 -2.00 0.336
C -1.47 -2.02 -2.48 0.099
O -1.57 -3.20 -3.31 -0.345
C -2.85 -3.31 -3.71 0.606
O -3.23 -4.09 -4.54 -0.585
O -3.65 -2.43 -3.07 -0.387
H -3.14 -0.80 -1.86 -0.106
H -3.09 -2.39 -1.08 0.186
H -1.14 -1.18 -3.10 0.196
H -0.77 -2.16 -1.67 0.021
C -5.01 -6.48 -2.76 -0.051
C -5.61 -7.49 -3.71 -0.326
O -5.12 -8.73 -3.19 -0.338
C -4.82 -8.54 -1.88 0.634
O -4.55 -9.42 -1.12 -0.534
O -4.88 -7.23 -1.55 -0.338
H -5.64 -5.61 -2.61 0.320
H -4.02 -6.15 -3.08 0.074
H -6.70 -7.50 -3.67 0.247
H -5.29 -7.34 -4.74 0.290
C -2.69 -5.74 8.29 -0.305
C -3.68 -6.06 9.39 -0.320
O -4.49 -4.88 9.43 -0.320
C -4.41 -4.28 8.22 0.610
O -5.09 -3.37 7.86 -0.496
O -3.44 -4.85 7.46 -0.295
H -2.38 -6.62 7.73 0.278
H -1.81 -5.21 8.66 0.269
H -4.31 -6.91 9.15 0.263
H -3.20 -6.23 10.35 0.295
```

The strongest force on any atom comes out at 0.0398 Eh/bohr. The calculation puts the HOMO energy at -4.11 eV. Its gap between HOMO and LUMO is 5.56 eV. Its net charge is -1. The lowest unoccupied orbital energy comes out at 1.44 eV. The calculation puts the total energy at -132146.56340 eV.